1.
The following is a quantum chemistry calculation of a structure of composition C17H23AlCl2N3O5P, from OMol25.

```
52
Properties=species:S:1:pos:R:3
C -1.572 2.394 0.359
H 1.352 0.575 0.502
H 2.446 -3.251 -0.604
H -1.283 -0.291 4.678
O -1.342 0.107 -0.083
H 0.360 -0.868 -3.200
O -1.711 4.678 0.728
C -2.080 1.885 3.036
H 4.107 -1.689 0.024
H 1.761 -3.215 -2.231
H 2.127 0.684 -3.592
O -3.895 -3.555 -2.190
C 3.942 -1.072 -0.858
O -1.673 -1.552 1.853
C -1.996 -0.857 4.083
C -2.960 -3.286 -1.515
N 2.188 0.094 -2.756
H 4.910 -0.709 -1.210
H -1.837 -1.921 4.237
Al -1.491 -1.609 0.114
O -2.613 -2.115 -1.056
C -1.859 0.784 2.166
H -2.994 -0.603 4.442
H 3.819 1.256 -2.029
H -1.159 5.898 2.329
P 0.815 -1.420 -0.848
C 3.081 -1.115 -3.064
C -1.608 1.082 0.784
C -1.852 -0.537 2.640
H -2.912 5.855 1.959
H 0.209 0.558 -2.156
H -2.198 3.974 3.302
C -1.782 3.467 1.240
H 2.227 1.731 -1.375
N 3.102 0.064 -0.512
C 1.901 -0.322 0.199
H 2.188 -0.859 1.107
H 2.586 -1.721 -3.827
H -2.279 -5.384 -1.168
C 2.866 0.884 -1.639
C -1.898 -4.361 -1.144
C 0.822 -0.326 -2.367
Cl -1.212 -3.978 0.420
N 3.311 -1.868 -1.894
H -2.293 1.700 4.076
Cl -0.667 -4.157 -2.383
C 2.152 -2.591 -1.424
H -1.787 6.682 0.859
C -1.906 5.835 1.534
H 4.028 -0.737 -3.463
C -2.036 3.173 2.601
H -1.406 2.608 -0.685
```

Properties
Charge ... +2
Energy above the lowest of the compared OMol25 structures with the same formula, charge and spin ... 7.1 kcal per mole
HOMO energy ... -14.5 eV
LUMO level ... -6.199 eV
Orbital gap ... 8.3 eV
Maximum force ... 1.4 eV/Å


2.
The following is a quantum chemistry calculation of a cluster of 2 separate species, C4H10O in total, from OMol25.

```
15
Properties=species:S:1:pos:R:3
H -0.223 -0.918 1.826
H -0.041 -0.509 -1.941
H 2.574 1.386 0.712
O -0.882 1.299 0.443
C -0.976 -1.047 0.919
H -1.792 -0.288 -1.694
C -0.817 0.040 -1.481
H 2.448 -0.497 0.792
C -0.503 0.061 -0.016
H -0.812 -1.943 0.367
H -1.991 -0.902 1.124
H -0.678 0.987 -1.942
H -0.725 1.578 1.314
C 2.250 0.379 0.366
H 2.170 0.374 -0.789
```

Properties
Energy above the lowest of the compared OMol25 structures with the same formula, charge and spin ... 109.7 kcal per mole
HOMO energy (alpha / beta) ... -8.4 / -7.2 eV
LUMO level (alpha / beta) ... 0.857 / 0.506 eV
Orbital gap (alpha / beta) ... 9.2 / 7.7 eV
Maximum force ... 6.4 eV/Å


3.
The following is a quantum chemistry calculation of an isolated molecule of C17H21N5O, from OMol25.

```
44
Properties=species:S:1:pos:R:3
H -0.320 3.395 -0.583
H -2.316 -1.478 -1.361
C -0.480 2.671 0.255
H 0.927 -5.019 0.168
C -0.913 4.778 3.879
H -0.275 -2.695 -4.442
C -0.932 -2.867 -3.455
N -0.267 3.804 3.258
C 0.003 -2.678 -2.185
C 0.864 -0.545 -1.122
C 0.418 4.106 1.988
H -2.264 -4.545 -3.238
H -1.194 -3.780 -0.783
H 1.864 -0.846 -1.386
H 0.510 -5.069 -2.860
N -1.258 -4.365 -3.400
C 0.758 0.740 -0.641
N -1.432 5.637 4.457
N -0.407 -4.979 -2.395
H 1.500 4.426 2.252
C -1.563 0.478 -0.608
H 2.824 0.884 -0.185
H 1.947 -3.835 -0.719
C 1.935 2.404 0.660
C 0.952 -4.085 -0.359
H 1.045 -2.684 -2.474
O 3.000 3.010 0.773
H 0.806 -3.349 0.461
C -1.458 -0.795 -1.169
C -0.200 -1.384 -1.453
C 0.593 2.763 1.324
N 1.949 1.368 -0.164
C -0.264 -3.874 -1.337
C -0.425 1.270 -0.409
H 0.041 0.772 2.254
H -1.846 -2.262 -3.547
H -1.348 2.960 0.810
H -0.035 4.902 1.392
H -2.597 0.857 -0.319
H 1.472 1.655 2.920
H -0.170 2.023 4.468
H -1.486 2.110 3.330
C -0.447 2.383 3.428
C 0.491 1.739 2.515
```

Properties
Energy above the lowest of the compared OMol25 structures with the same formula, charge and spin ... 78.1 kcal per mole
HOMO energy ... -9.0 eV
LUMO level ... 0.347 eV
Orbital gap ... 9.3 eV
Maximum force ... 5.0 eV/Å
SMILES string ... C[C@@H]1NNC[C@H]1c1ccc2c(c1)NC(=O)[C@]1(CCN(C#N)C1)C2


What is the maximum force in the third record? 5.0 eV/Å